Record 1
The following is a DFT calculation (ωB97M-V with the def2-TZVPD basis set) of a molecular structure, C50H59N15O2Ta.

Results
* HOMO: -10.40 eV
* E_LUMO: -4.544 eV
* charge: +1
* relative energy (zero: lowest compared OMol25 entry of this formula, charge and spin): 20.3 kcal/mol
* frontier orbital gap: 5.9 eV

Positions of all 127 atoms, in Å:
Ta1 -1.1788 -0.4045 -0.9287
O1 -0.0071 -1.8707 -1.0293
O2 -1.0210 1.9240 0.8468
N1 0.5211 -0.2105 0.7864
N2 -3.2717 -3.5336 -2.6011
N3 -2.2240 2.7666 -1.6160
N4 -2.4897 -2.0603 -1.2651
N5 0.5432 0.1840 -2.3432
N6 -2.1633 0.1617 -2.5660
N7 -3.6450 -1.2522 2.5550
N8 -2.7162 -0.4000 3.0213
N9 -1.9024 -0.0528 2.1123
N10 -4.0598 -3.5635 -1.5061
N11 -4.0354 -2.2712 0.4959
N12 -1.0052 2.2164 -1.5501
N13 -2.2740 -0.6554 0.9234
N14 0.4719 -0.1409 -3.6619
N15 -2.3503 -2.6539 -2.4878
C1 1.5915 3.1235 2.8891
C2 -0.5020 0.1938 -5.8587
C3 2.6275 2.1293 2.5882
C4 2.3998 -3.1676 2.0677
C5 2.0391 -5.8283 -1.2193
C6 2.6049 -0.2736 -3.1026
C7 1.1028 -4.6175 -1.2652
C8 3.7746 -5.0210 3.1233
C9 4.0294 2.4750 4.6160
C10 -3.5484 -2.6507 -0.7139
C11 -5.6406 0.4183 -1.2100
C12 0.9895 0.8511 1.3687
C13 0.8596 -2.3562 -0.1043
C14 -3.0100 0.5127 -4.8073
C15 -5.6025 1.6665 -0.5839
C16 2.3089 1.0114 1.9061
C17 1.2623 -3.9584 -2.6458
C18 3.1589 -3.6338 3.3107
C19 -0.8461 4.3546 -2.2209
C20 -3.3488 -1.4092 1.2906
C21 -4.5435 -0.0780 -1.8862
C22 1.8318 0.1091 -2.0140
C23 0.0205 2.0033 1.4598
C24 -1.9551 0.2483 -3.9354
C25 -0.1595 3.1679 -1.9080
C26 4.0335 2.4192 3.0790
C27 4.2897 -2.6447 3.6252
C28 1.8631 -1.8884 2.0373
C29 -2.1708 4.0563 -2.0313
C30 2.1905 -3.9866 0.9625
C31 -1.1171 4.9106 1.4229
C32 -0.3413 -5.1129 -1.0847
C33 -1.3199 0.5299 -8.2084
C34 -4.4498 2.4321 -0.7078
C35 -6.7689 2.1579 0.2240
C36 -0.6808 0.0890 -4.4838
C37 -3.3647 0.6649 -1.9712
C38 1.7046 -0.4350 -4.1263
C39 4.4784 3.7752 2.5047
C40 -1.5563 0.4270 -6.7252
C41 -3.3593 1.9476 -1.4061
C42 5.0349 1.3542 2.6361
C43 -0.7041 4.1617 2.6982
C44 -1.9271 3.4694 3.3257
C45 1.4123 -3.6296 -0.1401
C46 1.1451 -1.4627 0.9258
C47 0.3533 3.1142 2.3729
C48 2.1824 -3.6863 4.4938
C49 -0.1695 5.1883 3.6988
C50 -2.8207 0.5900 -6.1713
H1 -1.5766 4.2453 0.6962
H2 4.7860 0.3694 3.0343
H3 -1.0384 -4.2785 -1.0474
H4 3.3493 3.2310 5.0091
H5 4.8491 -2.9804 4.5001
H6 -4.0016 0.6456 -4.3965
H7 3.7448 1.5088 5.0369
H8 -7.6914 1.6684 -0.0823
H9 1.8707 3.9203 3.5617
H10 -0.9553 5.9094 3.9219
H11 2.7036 -4.0114 5.3960
H12 -0.4354 -5.6836 -0.1585
H13 5.0929 1.2882 1.5472
H14 4.9828 -2.5694 2.7841
H15 -3.6694 0.7828 -6.8154
H16 2.2534 -3.5076 -2.7458
H17 -4.7795 -2.8027 0.9189
H18 -2.6621 4.2253 3.6091
H19 4.4558 3.7537 1.4130
H20 -6.6095 1.9370 1.2817
H21 -0.7530 -0.3256 -8.5764
H22 1.1597 -4.7237 -3.4174
H23 -3.0675 4.6338 -2.1778
H24 3.0096 -5.7820 2.9584
H25 -4.3879 3.4120 -0.2480
H26 3.8500 4.5987 2.8443
H27 3.0487 0.2563 1.6894
H28 3.9043 -1.6470 3.8462
H29 6.0268 1.6177 3.0035
H30 -0.7547 1.4308 -8.4543
H31 -0.2526 5.3901 0.9573
H32 2.1478 0.2928 -1.0010
H33 0.6823 5.7418 3.2969
H34 3.6683 -0.4305 -3.1373
H35 5.5009 3.9865 2.8205
H36 1.8673 -0.7395 -5.1430
H37 0.5017 -3.2035 -2.8334
H38 -6.5416 -0.1796 -1.1531
H39 -4.5940 -1.0445 -2.3728
H40 2.6234 -4.9737 0.9737
H41 -2.2628 0.5693 -8.7505
H42 1.7356 -2.7106 4.6945
H43 1.8912 -6.4276 -0.3198
H44 0.1240 4.7178 4.6399
H45 1.9515 -1.2398 2.8980
H46 -2.3969 2.7683 2.6388
H47 0.4894 0.1209 -6.2843
H48 -0.4305 5.2895 -2.5529
H49 -1.6434 2.9201 4.2254
H50 0.9010 2.9733 -1.9291
H51 3.0878 -5.5268 -1.2763
H52 4.4778 -5.0409 2.2881
H53 -6.8965 3.2355 0.1268
H54 4.3205 -5.2973 4.0260
H55 1.3734 -4.3907 4.2918
H56 -1.8349 5.6907 1.6848
H57 -0.6309 -5.7532 -1.9192
H58 1.8279 -6.4738 -2.0723
H59 5.0327 2.7179 4.9689

Record 2
The following is a DFT calculation (ωB97M-V with the def2-TZVPD basis set) of C3H5NO in the gas phase in a non-equilibrium geometry.

Results
* HOMO: -8.84 eV
* E_LUMO: 0.736 eV
* relative energy (zero: lowest compared OMol25 entry of this formula, charge and spin): 46.2 kcal/mol
* frontier orbital gap: 9.6 eV

Positions of all 10 atoms, in Å:
O1 2.2444 -0.6804 0.0009
N1 0.4129 0.7514 -0.0369
C1 1.6712 0.5123 0.0148
C2 -2.0254 0.0011 0.2612
C3 -0.7478 -0.0211 -0.2328
H1 2.3453 1.3564 0.0710
H2 -2.7033 -0.6403 -0.0159
H3 1.4636 -1.2130 -0.1542
H4 -2.1686 0.7262 1.0840
H5 -0.4923 -0.7927 -0.9921

Record 3
The following is a DFT calculation (ωB97M-V with the def2-TZVPD basis set) of 9 unconnected molecules or ions with the total composition C36H99N9O9 in a non-equilibrium geometry.

Results
* 2S+1: 2
* HOMO (spin up / spin down): -10.59 / -10.59 eV
* E_LUMO (spin up / spin down): -1.753 / -7.001 eV
* charge: +1
* relative energy (zero: lowest compared OMol25 entry of this formula, charge and spin): 0.0 kcal/mol
* frontier orbital gap (spin up / spin down): 8.8 / 3.6 eV

Positions of all 153 atoms, in Å:
O1 -0.1185 2.3960 3.0147
O2 5.0654 -1.4457 -4.0657
O3 -8.2602 2.9678 1.2913
O4 -0.3076 0.0363 -0.3560
O5 -2.2612 -6.8945 2.3191
O6 -5.3393 0.5716 -4.1794
O7 3.9051 -5.2275 -1.8359
O8 5.4042 -0.5599 1.7717
O9 5.5498 4.4432 0.1000
N1 -2.7946 1.3864 -0.4800
N2 1.7237 -5.5026 -0.2128
N3 -3.0117 4.5132 2.3065
N4 -2.9137 1.7701 -3.3713
N5 1.9439 3.9529 1.0922
N6 -1.9281 -4.4483 3.8446
N7 -4.7541 3.4243 0.2361
N8 4.4381 -2.5399 4.8340
N9 5.5942 1.2016 -3.1911
C1 -7.0227 3.6580 1.1668
C2 3.6016 -0.3442 4.4009
C3 3.3644 3.7724 1.2329
C4 5.4719 -1.2128 3.0448
C5 -1.9723 -4.4636 2.4014
C6 4.1266 -5.1523 -0.4152
C7 4.2468 0.7971 -3.4940
C8 -2.2234 -8.0508 1.4778
C9 -6.3666 -0.4096 -4.1146
C10 -5.3769 1.5792 -3.2227
C11 -1.4323 -0.5812 -0.9742
C12 -1.1327 -3.2844 1.8850
C13 4.5756 -1.1893 0.8228
C14 -4.1465 2.5194 -3.3316
C15 6.2156 4.8781 -1.0708
C16 4.2071 -1.5615 3.7951
C17 -2.7784 -0.0808 -0.4531
C18 4.2097 -0.3774 -4.4936
C19 2.8396 -4.6895 0.2414
C20 4.1420 4.3209 -0.0757
C21 -5.4329 1.7337 1.7837
C22 0.9972 -0.4082 -0.7379
C23 -9.2847 3.8767 1.5010
C24 3.7380 -3.9473 -2.5301
C25 2.9108 -4.8071 1.7368
C26 -4.2398 3.1925 -4.7572
C27 -1.1003 3.4313 3.0907
C28 -2.0814 3.4826 1.9704
C29 3.5859 2.2679 1.4378
C30 -1.4575 3.8618 0.6125
C31 -4.0231 -0.7480 -0.9741
C32 -0.7134 1.0787 2.9483
C33 3.4931 2.0667 -3.7847
C34 -1.4721 -5.8255 1.8669
C35 5.4738 -2.2842 -5.0927
C36 -5.9095 2.6808 0.7128
H1 5.8919 5.9113 -1.1965
H2 -1.0517 -4.8127 4.1897
H3 4.4356 0.1167 4.9301
H4 -2.6898 -5.0587 4.1043
H5 -4.9750 2.1667 2.6730
H6 -0.9837 0.8588 1.9155
H7 -0.7558 3.1498 0.1779
H8 -4.1739 2.4041 -5.5070
H9 6.1248 0.3610 -3.0122
H10 -2.1914 3.8996 -0.1925
H11 0.0832 0.3589 3.1368
H12 4.8865 -2.2315 0.7500
H13 3.5085 -1.1566 1.0426
H14 4.0397 3.5894 -0.8772
H15 4.9750 -4.4745 -0.3211
H16 1.5970 0.1410 -0.0122
H17 4.3879 -6.0934 0.0687
H18 -6.6963 4.0345 2.1362
H19 -6.5442 -0.8481 -3.1326
H20 -2.5565 2.5017 1.9557
H21 3.1858 -0.6317 -4.7674
H22 4.0531 2.6157 -4.5417
H23 -5.1655 3.7546 -4.8809
H24 -6.3209 2.1126 -3.3344
H25 1.1040 -1.4850 -0.6072
H26 4.6193 -0.7768 -0.1852
H27 -2.6584 -7.7261 0.5325
H28 -2.8024 -8.7411 2.0913
H29 -4.8841 -0.2603 -0.5171
H30 -3.3808 4.2309 3.2033
H31 2.5820 -3.6523 0.0272
H32 1.2611 -0.0871 -1.7456
H33 -4.0481 -1.7986 -0.6847
H34 4.7361 0.0780 -5.3325
H35 1.8247 4.9524 1.1741
H36 -2.7173 -0.3710 0.5958
H37 -5.3795 1.1209 -2.2337
H38 -0.4444 -6.0573 2.1464
H39 3.3654 2.7087 -2.9131
H40 5.7178 1.7489 -2.3513
H41 6.1850 -0.6509 3.6481
H42 -9.1337 4.4813 2.3953
H43 -1.5362 0.8838 3.6362
H44 -7.3046 0.1272 -4.2561
H45 -7.0647 4.5390 0.5264
H46 2.8248 1.9506 2.1507
H47 -4.6130 1.1111 1.4255
H48 2.8814 -3.3248 -2.2720
H49 4.5753 -2.7625 -5.4825
H50 -2.1756 2.3423 -3.7559
H51 -1.1958 -8.3934 1.3564
H52 -4.3220 3.2434 -2.5359
H53 7.2877 4.9594 -0.8918
H54 2.5498 1.7985 -4.2605
H55 -4.1219 2.7748 -0.2096
H56 6.2412 -3.0114 -4.8276
H57 3.7468 4.3994 2.0384
H58 1.3514 3.5620 1.8108
H59 6.0123 -2.1244 2.7895
H60 -9.4053 4.6102 0.7038
H61 -6.2762 1.1061 2.0720
H62 -1.8707 1.6598 -0.1769
H63 2.9384 -5.8542 2.0383
H64 5.9650 4.1938 -1.8815
H65 -1.4080 -1.6691 -0.9120
H66 4.7065 -3.4503 -2.4736
H67 3.4748 -2.0077 3.1223
H68 -0.6827 4.4349 3.1720
H69 3.6353 -4.0615 -3.6093
H70 -4.0350 -0.8509 -2.0592
H71 -1.5160 -5.8314 0.7778
H72 -10.2519 3.4253 1.7220
H73 -0.9971 -3.1207 0.8160
H74 -1.2398 -0.3926 -2.0304
H75 3.3820 1.6604 0.5560
H76 5.9881 -1.7788 -5.9101
H77 -2.4909 5.3475 2.5363
H78 4.5595 2.0805 1.8907
H79 -3.4155 3.8659 -4.9919
H80 -1.4278 -2.3411 2.3448
H81 -2.9933 -4.1523 2.1808
H82 3.3826 0.3090 3.5562
H83 2.7618 -0.6283 5.0350
H84 -3.0869 1.0200 -4.0251
H85 -0.9076 4.8013 0.6676
H86 3.7647 5.3017 -0.3655
H87 2.0261 -5.7696 -1.1387
H88 2.0182 -4.4155 2.2247
H89 -1.5695 3.3829 4.0734
H90 -6.2374 -1.2094 -4.8438
H91 3.8995 0.2875 -2.5952
H92 4.8933 -3.3579 4.4548
H93 3.7574 -4.3187 2.2191
H94 5.1835 -2.2138 5.4325
H95 -6.2615 2.0733 -0.1210
H96 1.7074 -6.3656 0.3117
H97 -2.7507 1.6624 -1.4506
H98 -4.2493 3.7665 1.0412
H99 -0.0871 -3.4833 2.1201

Record 4
The following is a DFT calculation (ωB97M-V with the def2-TZVPD basis set) of 2 unconnected molecules or ions with the total composition C2H8N3O in a non-equilibrium geometry.

Results
* HOMO: -14.00 eV
* E_LUMO: -5.210 eV
* charge: +1
* relative energy (zero: lowest compared OMol25 entry of this formula, charge and spin): 69.3 kcal/mol
* frontier orbital gap: 8.8 eV

Positions of all 14 atoms, in Å:
O1 2.3496 0.0923 0.0992
N1 -0.5333 1.5485 -0.1334
N2 -2.4645 0.2640 0.2572
N3 -0.4677 -0.7005 -0.2577
C1 -1.2286 0.4070 0.0015
C2 -0.9406 -1.8418 -0.1761
H1 -0.9364 2.4394 0.1756
H2 -0.2309 -2.7228 -0.0972
H3 -2.0690 -2.0031 -0.0499
H4 0.5365 -0.3127 -0.4012
H5 3.1730 0.5025 -0.3485
H6 2.9090 -0.5254 0.6633
H7 0.5370 1.5036 -0.1530
H8 -3.0219 0.9597 0.5494

Results for energy: -2969.41175; -247.23367; -2600.40463; -320.21413 (in a.u., following the order of the records).